Record 1
DFT (ωB97M-V with the def2-TZVPD basis set) results for a 17-piece molecular cluster, C85H186F3N12O11 overall in a non-equilibrium geometry.

## Properties
- LUMO level (eV) = -9.85
- frontier orbital gap (eV) = 0.47
- charge = +5

```
297
C85H186F3N12O11, DFT ωB97M-V with the def2-TZVPD basis set
H 2.954 -8.506 1.444
H -0.553 -4.025 5.746
H 2.370 2.689 -8.174
H -2.115 -4.292 6.621
H 2.159 4.562 -4.875
H -0.628 4.601 -5.788
H -12.037 11.984 6.058
H -3.150 -3.322 2.453
H 2.162 -0.231 5.172
C -3.501 -5.644 4.801
H 5.197 -5.133 -8.034
H -1.231 1.914 1.100
H -2.451 -1.194 8.259
H -8.862 -1.097 -3.665
H 5.210 5.948 1.120
H -2.854 -2.866 8.171
C -8.689 -2.161 -1.389
H 3.106 3.668 -6.081
N 0.158 -0.259 -0.156
C -1.321 -5.310 1.916
H 3.178 5.901 1.995
H -3.911 -6.476 4.214
O 3.412 -0.512 -6.272
C 1.881 -3.862 3.204
H 5.135 8.707 1.719
C 3.002 6.910 2.371
C 5.237 -4.723 -7.010
C 1.005 -1.807 4.129
H -1.685 3.206 -4.150
N -3.861 -1.485 0.204
C 1.243 -8.386 3.063
H 6.090 8.155 3.080
H 9.476 -5.861 -6.084
H 7.756 4.992 0.018
C -1.265 1.216 3.138
C -8.342 -0.721 0.379
H -10.328 9.770 5.637
H 7.949 -3.953 -5.034
H -0.101 2.589 -4.400
H 4.544 0.502 -0.208
H -1.524 -0.717 -2.857
H 3.504 9.511 3.169
H -0.713 1.386 -1.164
O -3.692 -0.468 -0.478
C 3.030 3.911 -5.039
C -8.498 -2.141 0.082
H 7.439 7.965 0.498
H 6.901 2.008 1.108
H -9.037 7.637 3.764
H 1.171 -0.759 -8.767
H -3.313 -6.305 1.712
H -8.643 7.415 6.192
C 1.746 7.047 3.209
O -2.888 -2.243 0.444
H -0.237 1.375 -11.801
H 9.408 -3.915 -8.368
H -10.936 9.196 4.114
H -1.125 1.446 -7.999
C 5.403 7.868 2.323
H 3.489 2.124 -1.703
H 1.019 -2.349 5.127
C -0.603 1.324 1.769
H 1.394 9.040 3.945
H -14.036 13.192 3.802
H 5.604 -9.051 5.195
H 6.315 1.911 -4.232
H 4.688 -3.783 -6.977
C -13.497 9.495 4.368
N 2.942 -8.307 4.905
H -0.568 0.615 3.730
H -5.451 -4.164 -2.922
H -15.207 11.123 3.404
H 6.664 -2.834 -5.322
H 7.037 -2.667 -7.589
H 4.415 1.973 0.607
H 9.207 -6.066 -7.831
H 9.328 -3.281 -6.661
C -12.309 11.662 5.136
C -10.161 6.794 5.788
H 1.383 3.028 -10.048
H -6.068 -2.295 -1.471
C 3.470 -7.867 3.509
C -8.454 -0.306 -3.013
H -9.763 -1.875 -1.590
H -1.528 -6.514 3.616
H 5.185 2.633 -5.461
H 0.243 0.962 -6.891
H -0.404 -0.200 -9.283
H -7.277 -2.848 -3.761
H 4.033 5.801 -4.398
C 5.935 -4.521 -4.111
H -1.147 -1.432 6.114
H 0.587 -9.198 2.777
H 4.245 0.737 -2.545
C -2.269 -3.479 4.636
H 4.916 1.024 -4.750
C -0.917 3.607 -6.102
C -0.560 -0.431 -2.501
C 2.233 -0.877 4.273
N 6.661 -4.571 -6.617
H -4.248 -5.037 5.309
C -0.894 0.353 -1.201
C 0.392 -1.634 -2.123
H -0.861 -4.335 1.662
H 0.874 7.268 2.586
H -3.188 -2.983 4.757
H -2.960 -5.063 0.593
C 0.750 1.380 -11.313
C -2.832 -5.337 1.594
H -13.659 10.902 2.565
C -0.437 -0.127 1.243
H 8.694 5.752 1.285
H 4.864 -8.903 6.816
H 4.748 -5.473 -6.412
H -1.878 3.721 -6.599
H -1.329 -0.726 1.367
H 5.643 3.109 -1.036
H 6.490 6.019 2.338
H 2.883 1.120 -9.139
H -12.883 8.996 3.519
H -8.488 6.008 4.076
H 2.724 -6.344 5.589
H 2.737 -7.645 6.785
C -1.409 -5.455 3.418
H -2.838 11.621 -3.163
F 1.389 -4.233 0.816
N -12.435 10.109 5.453
H -2.855 -5.970 5.596
C 4.544 6.545 4.183
C 3.525 8.664 3.855
H -9.300 -2.729 0.593
H -2.928 -3.374 -3.388
N 4.176 7.487 3.155
C 8.814 -5.534 -6.964
H -2.180 3.270 3.376
C -6.325 -2.291 -3.639
H 3.929 -3.825 -2.184
C -1.073 2.693 -4.887
H 1.391 -1.535 -2.397
H 0.078 -1.279 4.178
C -14.099 10.877 3.724
H 2.835 -9.757 2.647
C 5.505 -10.901 6.442
H -9.346 -0.235 0.447
F 3.281 -4.929 1.738
H -11.484 12.130 4.590
H -0.680 -2.184 -0.281
C 8.864 -4.028 -7.392
C -3.812 -2.714 -3.317
H -15.361 -11.540 14.777
H -14.219 8.901 4.833
N 4.371 2.629 -3.556
C -1.555 2.512 3.868
H 2.427 1.169 -7.419
C 5.547 2.065 -1.284
H 0.881 -7.356 2.752
H 0.029 -2.514 -2.693
H 5.900 4.130 -3.182
C 4.919 -9.569 5.947
H 4.097 8.936 4.766
H -7.973 -0.623 1.397
H -5.154 -3.861 -4.614
C 7.035 6.991 0.462
H 6.241 -12.803 5.803
H 2.294 -0.327 0.000
H -1.907 0.114 -0.961
H -10.204 5.697 6.232
H 0.902 -7.540 5.039
H 4.840 5.582 3.705
O 2.054 3.640 -1.009
C 6.007 6.623 1.584
C 4.789 4.034 -3.383
H -7.722 0.320 -3.586
C 0.643 2.248 -10.075
H 5.850 -2.564 -3.228
H -1.936 2.294 4.862
H 5.269 7.072 4.792
C 6.391 1.045 0.857
C 4.399 1.796 -2.266
H 4.921 -4.519 -4.498
H -1.519 1.717 -5.080
C 2.244 1.585 -8.361
C 1.403 -8.387 4.602
H 6.955 -3.733 -2.452
H -3.661 -1.929 -4.076
C 1.116 -0.024 -10.807
O -5.000 -1.729 0.700
C 3.522 -9.666 5.371
H 4.784 -11.469 7.122
H -2.192 0.684 3.003
N 2.575 4.041 0.082
C 5.929 -3.676 -2.885
H 8.834 6.275 -0.398
H 5.006 4.726 -5.376
H 6.171 0.596 1.848
C -13.022 9.958 6.831
H 3.424 -10.256 4.477
H 1.665 1.332 0.258
C -11.147 7.964 6.049
C 3.216 -7.257 5.909
C 7.351 -3.710 -7.664
H -12.077 7.459 6.263
C 0.211 -1.709 -0.635
H 1.121 3.118 -6.683
H 0.551 -0.822 -11.354
C 2.637 -8.662 2.545
H 6.264 -10.534 7.151
H -3.477 -1.862 6.857
H -7.784 0.839 -0.948
H 3.661 6.328 4.761
H 7.102 -6.440 -5.859
H 2.272 2.775 -3.164
C -3.380 -4.359 2.674
N -7.794 -1.033 -1.878
H -6.442 -0.170 -0.504
H -8.475 -3.095 -1.880
O 4.186 -2.171 -5.196
H 0.361 -0.547 1.888
C 8.144 5.971 0.361
H -9.264 0.298 -2.549
H 2.800 -10.013 6.076
N 0.837 1.337 -8.816
H -0.607 3.061 4.151
H -4.464 -4.430 2.850
H 5.394 -11.876 4.525
C -2.637 -2.061 7.523
H 6.842 -6.379 -7.583
C -13.437 11.918 4.261
F 2.857 -2.835 1.145
H -6.157 -1.622 -4.460
C 2.332 -4.000 1.724
C -7.523 -0.176 -0.702
H 6.386 6.936 -0.461
C 7.324 -5.844 -6.733
C 4.905 -4.015 -1.794
H -3.860 -2.267 -2.316
H 3.202 -1.378 4.310
O 3.257 -0.588 -4.148
H 6.087 -5.605 -3.867
H -7.653 -2.739 0.295
H 5.156 -3.360 -1.002
H 4.993 -5.090 -1.572
H 2.183 -0.278 -10.941
C 5.287 2.019 -4.571
C 1.541 0.377 -0.265
C 6.049 -11.832 5.385
O 3.606 4.709 0.041
H -0.288 2.770 -9.945
H 2.944 7.565 1.465
H 6.559 1.773 -1.603
C 6.867 -3.908 -5.236
H 1.974 7.923 5.191
C 0.121 3.083 -7.100
C 5.147 1.372 0.029
C -9.164 6.875 4.625
N -2.657 -4.744 3.931
H 1.566 1.732 -12.034
O 0.964 -2.695 3.073
H 1.661 0.445 -1.352
C -1.522 -3.638 5.933
H -0.053 0.259 -3.216
H 2.837 -3.551 3.745
H 2.581 1.738 -4.628
H -5.729 -0.756 -2.253
H 0.921 -9.231 5.062
C -11.144 9.302 5.160
H -11.060 7.907 7.304
H 4.559 -8.018 3.432
H 4.257 4.389 -2.503
O 1.413 -4.969 3.697
H 7.083 -4.265 -8.577
H 3.162 -6.834 3.558
C -6.360 -1.628 -2.317
H 0.170 3.768 -7.930
H 1.598 6.053 3.620
H 4.245 -7.112 6.126
H -13.308 8.944 6.956
C 2.872 2.689 -4.131
H -1.753 -2.887 3.843
C 4.244 4.735 -4.570
C 2.087 8.208 4.152
H 7.053 0.400 0.259
O 2.145 3.659 1.169
C -0.117 1.675 -7.614
N 3.642 -1.074 -5.193
H -13.887 10.628 6.896
H 7.008 -11.417 4.983
H -0.502 -5.071 3.965
H 0.368 1.794 1.799
C -5.162 -3.356 -3.632
C 0.625 -0.010 -9.358
H -12.344 10.259 7.595
H -0.511 -2.419 7.370
C -1.350 -2.266 6.739
H -0.780 -6.137 1.476
H 2.235 -0.162 3.424
H 1.025 -2.033 0.018
```

These are the Löwdin partial charges, in e, on atoms 1 to 4: number 1, H, carries 0.16; number 2, H, carries 0.08; number 3, H, carries 0.11; number 4, H, carries 0.12

Record 2
DFT (ωB97M-V with the def2-TZVPD basis set) results for a single C16H23NO5S molecule.

## Properties
- LUMO level (eV) = 0.63
- frontier orbital gap (eV) = 9.20
- SMILES = CCCS(=O)(=O)N1CCC[C@@H](C(=O)Oc2ccc(OC)cc2)C1
- energy above the lowest of the compared OMol25 structures with the same formula, charge and spin (kJ/mol) = 36.7

```
46
C16H23NO5S, DFT ωB97M-V with the def2-TZVPD basis set
H -4.121 -1.135 1.541
H -4.174 -3.611 0.750
C 5.467 -0.723 -0.333
C -0.437 1.769 -0.832
C 3.637 0.297 0.843
C 4.659 -0.818 -1.469
H -1.325 -0.107 -1.497
C -0.501 2.658 0.418
C 3.359 -0.362 -1.452
C -2.746 1.683 0.924
H -2.017 3.574 1.658
C 7.604 -1.120 0.638
S -3.840 -0.184 -0.618
H 5.534 -0.078 1.724
H -2.398 3.549 -0.072
H 3.226 0.735 1.739
O -5.072 0.518 -0.413
N -2.620 0.886 -0.270
H 2.745 -0.437 -2.335
O 1.599 1.810 -2.122
H -6.308 -2.375 1.104
H -6.430 -3.410 -0.322
H -0.810 -0.081 0.218
C -5.930 -2.540 0.097
H -0.848 2.312 -1.687
H 8.547 -1.545 0.299
H -4.068 -2.960 -0.894
C -3.693 -1.522 0.621
H -6.171 -1.671 -0.508
H 0.059 3.578 0.245
O 1.528 0.646 -0.193
H 7.233 -1.698 1.490
H -2.628 -1.704 0.736
H -2.366 1.137 1.803
H 7.766 -0.081 0.944
C 1.004 1.421 -1.155
H 5.079 -1.255 -2.360
C -1.957 2.979 0.746
C -1.272 0.503 -0.594
O 6.732 -1.203 -0.464
C 2.848 0.203 -0.291
C 4.942 -0.165 0.827
H -0.041 2.128 1.255
H -3.810 1.883 1.057
O -3.564 -0.731 -1.912
C -4.422 -2.754 0.118
```

These are the natural (NBO) partial charges, in e, on atoms 1 to 4: number 1, H, carries 0.23; number 2, H, carries 0.21; number 3, C, carries 0.30; number 4, C, carries -0.31

Record 3
DFT (ωB97M-V with the def2-TZVPD basis set) results for a 2-piece molecular cluster, C4H13NO overall in a non-equilibrium geometry.

## Properties
- LUMO level (eV) = 1.04
- frontier orbital gap (eV) = 10.74
- SMILES = CCCCN.O
- energy above the lowest of the compared OMol25 structures with the same formula, charge and spin (kJ/mol) = 53.3

```
19
C4H13NO, DFT ωB97M-V with the def2-TZVPD basis set
H -0.326 -1.322 -1.089
H 0.322 -1.538 0.927
H 1.538 0.081 1.686
H -2.027 -1.032 0.619
C -0.059 -0.263 -1.289
H -1.264 0.711 -2.786
H 2.215 1.533 1.760
H -0.210 -1.488 2.385
H 0.516 0.854 -3.033
H -1.645 1.147 -0.670
H 1.011 -0.363 -1.131
C -0.841 0.546 -0.255
C -0.305 0.209 -2.737
C -1.316 -0.270 0.975
H -0.170 1.243 0.266
H -1.798 0.322 1.744
O 2.325 0.628 1.509
H -0.308 -0.653 -3.402
N -0.124 -0.879 1.570
```

These are the natural (NBO) partial charges, in e, on atoms 1 to 4: number 1, H, carries 0.18; number 2, H, carries 0.36; number 3, H, carries 0.50; number 4, H, carries 0.16

> Which value of frontier orbital gap does entry 2 give?

9.20 eV

Please write out number 2 again, unchanged.
DFT (ωB97M-V with the def2-TZVPD basis set) results for a single C16H23NO5S molecule.

## Properties
- LUMO level (eV) = 0.63
- frontier orbital gap (eV) = 9.20
- SMILES = CCCS(=O)(=O)N1CCC[C@@H](C(=O)Oc2ccc(OC)cc2)C1
- energy above the lowest of the compared OMol25 structures with the same formula, charge and spin (kJ/mol) = 36.7

```
46
C16H23NO5S, DFT ωB97M-V with the def2-TZVPD basis set
H -4.121 -1.135 1.541
H -4.174 -3.611 0.750
C 5.467 -0.723 -0.333
C -0.437 1.769 -0.832
C 3.637 0.297 0.843
C 4.659 -0.818 -1.469
H -1.325 -0.107 -1.497
C -0.501 2.658 0.418
C 3.359 -0.362 -1.452
C -2.746 1.683 0.924
H -2.017 3.574 1.658
C 7.604 -1.120 0.638
S -3.840 -0.184 -0.618
H 5.534 -0.078 1.724
H -2.398 3.549 -0.072
H 3.226 0.735 1.739
O -5.072 0.518 -0.413
N -2.620 0.886 -0.270
H 2.745 -0.437 -2.335
O 1.599 1.810 -2.122
H -6.308 -2.375 1.104
H -6.430 -3.410 -0.322
H -0.810 -0.081 0.218
C -5.930 -2.540 0.097
H -0.848 2.312 -1.687
H 8.547 -1.545 0.299
H -4.068 -2.960 -0.894
C -3.693 -1.522 0.621
H -6.171 -1.671 -0.508
H 0.059 3.578 0.245
O 1.528 0.646 -0.193
H 7.233 -1.698 1.490
H -2.628 -1.704 0.736
H -2.366 1.137 1.803
H 7.766 -0.081 0.944
C 1.004 1.421 -1.155
H 5.079 -1.255 -2.360
C -1.957 2.979 0.746
C -1.272 0.503 -0.594
O 6.732 -1.203 -0.464
C 2.848 0.203 -0.291
C 4.942 -0.165 0.827
H -0.041 2.128 1.255
H -3.810 1.883 1.057
O -3.564 -0.731 -1.912
C -4.422 -2.754 0.118
```

These are the natural (NBO) partial charges, in e, on atoms 1 to 4: number 1, H, carries 0.23; number 2, H, carries 0.21; number 3, C, carries 0.30; number 4, C, carries -0.31

> LUMO level of number 3 (C4H13NO)?

1.04 eV